ORCA calculation (the ωB97M-V functional and the def2-TZVPD basis) on a 40-piece molecular cluster, H80O40 overall in a non-equilibrium geometry.

Last columns: bonded neighbours and bond lengths (Å).
Atoms and positions in Å:
1 H -1.82 -1.27 -5.54  O3 0.929
2 H -0.96 -2.38 -4.75  O3 1.023
3 O -1.84 -1.86 -4.82  H1 0.929, H2 1.023
4 H 5.13 -1.83 -0.09  O6 1.023
5 H 5.67 -3.23 -0.37  O6 0.948
6 O 5.36 -2.72 0.37  H4 1.023, H5 0.948
7 H -0.82 4.03 2.57  O9 1.021
8 H -0.99 3.73 4.06  O9 0.994
9 O -1.44 4.26 3.35  H7 1.021, H8 0.994
10 H -0.87 -2.00 4.80  O12 0.958
11 H -2.04 -2.51 5.68  O12 1.006
12 O -1.66 -2.54 4.74  H10 0.958, H11 1.006
13 H -4.40 2.47 -1.21  O15 0.984
14 H -3.50 3.46 -1.71  O15 0.959
15 O -3.83 2.60 -2.00  H13 0.984, H14 0.959
16 H -3.08 -0.43 4.72  O17 0.948
17 O -3.79 -0.27 4.11  H16 0.948, H95 1.118
18 H 0.65 -0.97 -1.73  O19 0.958
19 O 1.00 -0.30 -2.31  H18 0.958, H97 0.938
20 H -3.74 -0.88 0.72  O22 0.995
21 H -2.81 0.18 0.79  O22 0.981
22 O -2.82 -0.71 0.37  H20 0.995, H21 0.981
23 H 4.18 -0.93 3.82  O25 0.975
24 H 4.39 -1.90 2.58  O25 0.987
25 O 4.05 -1.84 3.50  H23 0.975, H24 0.987
26 H -1.23 -5.05 2.20  O28 0.923
27 H -0.39 -3.89 2.46  O28 0.998
28 O -0.33 -4.88 2.32  H26 0.923, H27 0.998
29 H 1.93 -4.06 -2.60  O31 1.072
30 H 1.76 -3.18 -3.44  O31 0.913
31 O 2.59 -3.47 -3.21  H29 1.072, H30 0.913
32 H -2.77 2.13 -4.14  O33 1.061
33 O -1.80 1.94 -4.54  H32 1.061, H98 0.949
34 H 2.19 4.87 -4.44  O36 1.000
35 H 1.06 4.02 -3.91  O36 0.979
36 O 1.39 4.36 -4.77  H34 1.000, H35 0.979
37 H 0.37 5.77 0.54  O39 1.081
38 H 0.73 5.20 -0.75  O39 0.885
39 O 1.22 5.45 -0.05  H37 1.081, H38 0.885
40 H -1.07 -4.49 -3.82  O42 1.100
41 H -0.73 -3.07 -3.18  O42 1.050
42 O -0.32 -3.70 -3.91  H40 1.100, H41 1.050
43 H 3.95 4.39 -0.58  O45 0.979
44 H 3.11 5.59 -0.07  O45 0.938
45 O 3.81 5.01 0.16  H43 0.979, H44 0.938
46 H -4.92 0.19 -2.91  O48 1.012
47 H -5.23 -1.29 -3.46  O48 0.943
48 O -5.58 -0.57 -2.96  H46 1.012, H47 0.943
49 H -4.12 -3.91 1.65  O51 0.947
50 H -2.85 -3.12 2.11  O51 1.017
51 O -3.20 -4.03 1.83  H49 0.947, H50 1.017
52 H 1.42 -2.73 2.88  O53 0.936
53 O 1.57 -2.01 3.46  H52 0.936, H94 1.041
54 H 1.13 -0.75 -6.21  O56 0.872
55 H 1.45 0.35 -5.29  O56 0.890
56 O 1.13 -0.48 -5.38  H54 0.872, H55 0.890
57 H 3.19 -0.90 0.28  O58 1.075
58 O 3.92 -0.52 0.97  H57 1.075, H96 1.044
59 H -1.28 0.90 3.00  O61 0.922
60 H -0.68 -0.16 2.33  O61 0.994
61 O -1.60 0.15 2.56  H59 0.922, H60 0.994
62 H -3.15 -2.17 -2.84  O64 0.986
63 H -3.83 -1.81 -1.58  O64 0.950
64 O -3.28 -2.51 -1.92  H62 0.986, H63 0.950
65 H 6.59 0.47 1.80  O67 1.011
66 H 5.63 1.75 1.75  O67 1.048
67 O 5.62 0.71 1.90  H65 1.011, H66 1.048
68 H -0.29 -6.38 -0.07  O70 0.963
69 H -1.31 -5.34 0.28  O70 0.883
70 O -0.89 -5.71 -0.41  H68 0.963, H69 0.883
71 H -0.66 0.89 -0.25  O73 0.939
72 H -1.64 1.33 0.69  O73 1.009
73 O -0.89 1.71 0.14  H71 0.939, H72 1.009
74 H -1.87 0.02 -2.36  O76 0.969
75 H -1.70 -0.93 -3.49  O76 1.088
76 O -2.43 -0.22 -3.11  H74 0.969, H75 1.088
77 H 0.34 2.01 1.69  O79 0.958
78 H 1.83 2.46 1.66  O79 1.074
79 O 1.15 1.79 2.15  H77 0.958, H78 1.074
80 H 0.56 1.69 5.23  O82 1.023
81 H 1.00 0.54 4.26  O82 0.980
82 O 0.25 0.79 4.84  H80 1.023, H81 0.980
83 H 2.22 0.92 -1.40  O85 0.872
84 H 3.38 1.84 -1.90  O85 0.986
85 O 2.67 1.65 -1.25  H83 0.872, H84 0.986
86 H 5.25 -0.63 -1.29  O88 0.962
87 H 6.48 -0.36 -0.62  O88 0.888
88 O 6.04 -0.09 -1.34  H86 0.962, H87 0.888
89 H -2.56 2.80 2.87  O90 0.870
90 O -2.89 2.49 2.13  H89 0.870, H99 0.959
91 H -3.47 3.66 1.04  O93 1.007
92 H -2.40 3.58 -0.22  O93 1.015
93 O -3.21 4.07 0.15  H91 1.007, H92 1.015
94 H 2.56 -2.17 3.73  O53 1.041
95 H -3.43 -0.75 3.17  O17 1.118
96 H 3.31 -0.31 1.80  O58 1.044
97 H 1.15 -0.83 -3.07  O19 0.938
98 H -1.55 2.52 -5.25  O33 0.949
99 H -3.82 2.26 2.16  O90 0.959
100 O 0.77 -2.81 -0.72  H101 0.935, H102 0.892
101 H 0.34 -3.49 -0.24  O100 0.935
102 H 0.17 -2.16 -0.77  O100 0.892
103 O -0.61 3.50 -2.12  H104 0.966, H105 0.991
104 H -0.29 2.59 -2.09  O103 0.966
105 H -1.56 3.22 -2.12  O103 0.991
106 O 2.18 -0.94 5.96  H107 0.999, H108 0.925
107 H 1.94 -1.91 5.87  O106 0.999
108 H 1.74 -0.60 6.70  O106 0.925
109 O 5.57 3.18 -1.03  H110 0.934, H111 0.969
110 H 4.83 2.80 -0.60  O109 0.934
111 H 5.26 3.81 -1.69  O109 0.969
112 O 1.57 3.90 3.51  H113 1.022, H114 1.009
113 H 1.02 4.68 3.88  O112 1.022
114 H 1.78 4.16 2.56  O112 1.009
115 O -2.57 -5.49 -2.75  H116 0.990, H117 0.888
116 H -2.25 -6.05 -2.00  O115 0.990
117 H -2.87 -4.69 -2.51  O115 0.888
118 O -5.65 -0.48 -0.31  H119 1.033, H120 0.858
119 H -5.50 -0.91 -1.24  O118 1.033
120 H -6.46 -0.28 -0.13  O118 0.858

F_max: 9.20 eV Å⁻¹
gap between HOMO and LUMO: 10.0856 eV
LUMO: -0.44 eV
relative energy (zero: lowest compared OMol25 entry of this formula, charge and spin): 15.0651 eV

Löwdin atomic charge list, values in e, 5 entries: 0.038 0.049 -0.075 0.023 0.029



ORCA calculation (the ωB97M-V functional and the def2-TZVPD basis) on one molecule with the formula C3H7NO2.

Last columns: bonded neighbours and bond lengths (Å).
Atoms and positions in Å:
1 N -1.04 -1.19 -0.42  C2 1.404, H7 1.016, H8 1.018
2 C -1.01 0.18 -0.74  N1 1.404, O3 1.211, C4 1.513
3 O -1.88 0.68 -1.42  C2 1.211
4 C 0.03 1.00 -0.02  C2 1.513, C5 1.524, H9 1.097, H10 1.095
5 C 1.27 0.29 0.49  C4 1.524, O6 1.412, H11 1.106, H12 1.092
6 O 0.99 -0.70 1.46  C5 1.412, H13 0.967
7 H -1.87 -1.62 -0.83  N1 1.016
8 H -0.19 -1.70 -0.64  N1 1.018
9 H -0.50 1.38 0.86  C4 1.097
10 H 0.26 1.89 -0.63  C4 1.095
11 H 1.89 -0.11 -0.33  C5 1.106
12 H 1.87 1.05 1.01  C5 1.092
13 H 0.17 -1.15 1.20  O6 0.967

SMILES: NC(=O)CCO
F_max: 0.46 eV Å⁻¹
gap between HOMO and LUMO: 10.9831 eV
LUMO: 0.73 eV
relative energy (zero: lowest compared OMol25 entry of this formula, charge and spin): 0.8416 eV

Löwdin atomic charge list, values in e, 5 entries: 0.122 -0.513 0.073 -0.098 -0.275



ORCA calculation (the ωB97M-V functional and the def2-TZVPD basis) on a 5-piece molecular cluster, C27H37N6O5 overall in a non-equilibrium geometry.

Last columns: bonded neighbours and bond lengths (Å).
Atoms and positions in Å:
1 C 0.74 1.66 0.91  C2 1.616, H19 1.156, H20 1.139, H21 1.156
2 C 0.35 0.46 -0.10  C1 1.616, O3 1.255, N4 1.477
3 O -0.61 -0.27 0.24  C2 1.255
4 N 1.13 0.36 -1.35  C2 1.477, C5 1.495, C6 1.480
5 C 0.15 0.40 -2.48  N4 1.495, H22 1.148, H23 1.140, H24 1.156
6 C 2.02 -0.83 -1.38  N4 1.480, C7 1.612, C11 1.605, C14 1.603
7 C 3.28 -0.46 -0.45  C6 1.612, C8 1.597, H25 1.147, H26 1.155
8 C 3.74 1.07 -0.52  C7 1.597, O9 1.244, O10 1.435
9 O 3.72 1.80 -1.53  C8 1.244
10 O 4.29 1.63 0.68  C8 1.435, H27 0.983
11 C 2.68 -1.32 -2.76  C6 1.605, C12 1.630, H28 1.142, H29 1.157
12 C 1.64 -2.45 -3.29  C11 1.630, N13 1.339, H30 1.137
13 N 1.02 -2.89 -2.19  C12 1.339, C14 1.519, H31 1.036
14 C 1.49 -2.26 -0.89  C6 1.603, N13 1.519, C15 1.643, H32 1.145
15 C 2.65 -3.35 -0.46  C14 1.643, C16 1.604, H33 1.139, H34 1.155
16 C 2.72 -3.56 1.13  C15 1.604, O17 1.262, O18 1.427
17 O 2.09 -4.55 1.60  C16 1.262
18 O 3.46 -2.75 2.04  C16 1.427, H35 0.988
19 H 1.29 2.49 0.34  C1 1.156
20 H 1.30 1.30 1.83  C1 1.139
21 H -0.28 2.13 1.20  C1 1.156
22 H -0.67 -0.40 -2.39  C5 1.148
23 H 0.60 0.32 -3.52  C5 1.140
24 H -0.41 1.41 -2.45  C5 1.156
25 H 4.22 -1.10 -0.64  C7 1.147
26 H 2.96 -0.67 0.64  C7 1.155
27 H 4.05 1.08 1.45  O10 0.983
28 H 3.75 -1.69 -2.66  C11 1.142
29 H 2.69 -0.46 -3.53  C11 1.157
30 H 1.45 -2.82 -4.36  C12 1.137
31 H 0.29 -3.62 -2.11  N13 1.036
32 H 0.79 -2.35 0.01  C14 1.145
33 H 3.65 -3.15 -0.96  C15 1.139
34 H 2.27 -4.35 -0.89  C15 1.155
35 H 2.78 -2.18 2.48  O18 0.988
36 N -2.39 2.77 -4.19  C37 1.371, C40 1.370, H41 1.007
37 C -2.99 1.55 -4.35  N36 1.371, C38 1.373, H42 1.080
38 C -4.34 1.75 -4.43  C37 1.373, C39 1.417, H43 1.080
39 C -4.57 3.14 -4.31  C38 1.417, C40 1.373, H44 1.080
40 C -3.35 3.75 -4.16  N36 1.370, C39 1.373, H45 1.079
41 H -1.40 2.93 -4.10  N36 1.007
42 H -2.40 0.65 -4.41  C37 1.080
43 H -5.09 0.98 -4.55  C38 1.080
44 H -5.53 3.64 -4.32  C39 1.080
45 H -3.08 4.79 -4.05  C40 1.079
46 N -0.03 -0.55 3.69  C47 1.371, C50 1.369, H51 1.009
47 C 0.55 -1.77 3.93  N46 1.371, C48 1.374, H52 1.081
48 C 1.17 -1.70 5.15  C47 1.374, C49 1.417, H53 1.080
49 C 0.96 -0.40 5.67  C48 1.417, C50 1.375, H54 1.080
50 C 0.21 0.29 4.74  N46 1.369, C49 1.375, H55 1.080
51 H -0.56 -0.31 2.86  N46 1.009
52 H 0.47 -2.57 3.21  C47 1.081
53 H 1.72 -2.51 5.62  C48 1.080
54 H 1.31 -0.01 6.61  C49 1.080
55 H -0.17 1.30 4.75  C50 1.080
56 N -8.03 0.18 -5.08  C57 1.369, C60 1.370, H61 1.007
57 C -9.20 0.33 -5.78  N56 1.369, C58 1.373, H62 1.079
58 C -9.20 -0.59 -6.80  C57 1.373, C59 1.417, H63 1.080
59 C -7.99 -1.32 -6.72  C58 1.417, C60 1.373, H64 1.080
60 C -7.29 -0.82 -5.65  N56 1.370, C59 1.373, H65 1.080
61 H -7.76 0.73 -4.28  N56 1.007
62 H -9.93 1.07 -5.49  C57 1.079
63 H -9.99 -0.72 -7.53  C58 1.080
64 H -7.66 -2.11 -7.37  C59 1.080
65 H -6.33 -1.09 -5.23  C60 1.080
66 N 3.60 1.98 7.70  C67 1.370, C70 1.370, H71 1.007
67 C 3.83 0.92 8.53  N66 1.370, C68 1.373, H72 1.080
68 C 5.09 1.05 9.05  C67 1.373, C69 1.417, H73 1.080
69 C 5.65 2.24 8.52  C68 1.417, C70 1.373, H74 1.080
70 C 4.70 2.80 7.69  N66 1.370, C69 1.373, H75 1.080
71 H 2.75 2.14 7.18  N66 1.007
72 H 3.07 0.16 8.69  C67 1.080
73 H 5.57 0.37 9.74  C68 1.080
74 H 6.63 2.65 8.71  C69 1.080
75 H 4.72 3.70 7.09  C70 1.080

F_max: 5.12 eV Å⁻¹
gap between HOMO and LUMO: 4.3181 eV
net charge: +1
LUMO: -5.32 eV

Löwdin atomic charge list, values in e, 5 entries: 0.009 -0.362 0.056 -0.065 -0.061



Please write out number 2 again, unchanged.
ORCA calculation (the ωB97M-V functional and the def2-TZVPD basis) on one molecule with the formula C3H7NO2.

Last columns: bonded neighbours and bond lengths (Å).
Atoms and positions in Å:
1 N -1.04 -1.19 -0.42  C2 1.404, H7 1.016, H8 1.018
2 C -1.01 0.18 -0.74  N1 1.404, O3 1.211, C4 1.513
3 O -1.88 0.68 -1.42  C2 1.211
4 C 0.03 1.00 -0.02  C2 1.513, C5 1.524, H9 1.097, H10 1.095
5 C 1.27 0.29 0.49  C4 1.524, O6 1.412, H11 1.106, H12 1.092
6 O 0.99 -0.70 1.46  C5 1.412, H13 0.967
7 H -1.87 -1.62 -0.83  N1 1.016
8 H -0.19 -1.70 -0.64  N1 1.018
9 H -0.50 1.38 0.86  C4 1.097
10 H 0.26 1.89 -0.63  C4 1.095
11 H 1.89 -0.11 -0.33  C5 1.106
12 H 1.87 1.05 1.01  C5 1.092
13 H 0.17 -1.15 1.20  O6 0.967

SMILES: NC(=O)CCO
F_max: 0.46 eV Å⁻¹
gap between HOMO and LUMO: 10.9831 eV
LUMO: 0.73 eV
relative energy (zero: lowest compared OMol25 entry of this formula, charge and spin): 0.8416 eV

Löwdin atomic charge list, values in e, 5 entries: 0.122 -0.513 0.073 -0.098 -0.275



- LUMO of number 3 (C27H37N6O5)?
  -5.32 eV



- Which value of F_max does entry 2 give?
  0.46 eV Å⁻¹